No. 1
15
Properties=species:S:1:pos:R:3:forces:R:3:mulliken_charge:R:1 method="wB97M-V/def2-TZVPD" charge=-1 e_homo_ha=-0.2131 spin_multiplicity=1 fmax_ev_per_a=11.8 energy_ha=-2265.20404 lumo_ev=1.448 homo_lumo_gap_ev=7.2460
O -1.26955 3.55576 1.23935 -0.7 -0.4 0.8 -0.7298
O 1.83757 -1.51689 2.02083 -1.3 -0.1 -2.3 -0.5389
O 0.32448 3.13241 -0.31795 4.9 -0.8 -1.9 -0.6066
O -1.68730 4.16076 -1.03467 -0.2 -1.0 -0.9 -0.6935
S -0.50126 -2.06256 -0.37245 -8.4 -6.5 -1.8 1.0277
Sn 0.16527 0.95243 -0.22358 1.3 8.3 -1.3 0.7399
O 2.15141 -3.02937 0.07692 -2.0 1.3 0.1 -0.5100
F -1.88683 -1.19473 -0.25987 0.9 -0.1 0.0 -0.3262
O -0.52846 -2.44345 -1.76380 0.9 0.6 1.3 -0.5820
O -1.65647 1.85908 -0.29804 -2.0 -5.6 -1.5 -0.4763
S 1.67291 -1.76677 0.59883 6.3 0.5 2.1 0.9889
N 0.38792 -0.87364 -0.04240 4.4 -9.4 2.7 0.3193
O -0.75996 -3.13691 0.61317 1.3 2.7 -1.5 -0.5679
S -1.09191 3.18030 -0.15405 -3.8 10.6 3.6 1.2488
F 2.84217 -0.81641 -0.08229 -1.6 -0.2 0.6 -0.2934

No. 2
7
Properties=species:S:1:pos:R:3:forces:R:3:mulliken_charge:R:1 method="wB97M-V/def2-TZVPD" charge=-2 e_homo_ha="0.0561 / 0.0580" spin_multiplicity=1 fmax_ev_per_a=6.4 energy_ha=-680.08825 lumo_ev="5.813 / 5.815" homo_lumo_gap_ev="4.2857 / 4.2372"
O 2.22942 -0.15122 0.93928 -0.1 -0.8 0.6 -0.8017
N 1.21526 1.62254 -0.17051 -6.4 -1.0 0.2 -0.4258
C -0.46706 0.80998 0.15837 5.6 2.3 -0.4 -0.2138
O 3.20924 0.94169 -0.75960 0.5 0.0 0.0 -0.8155
S -1.94823 1.39557 -0.22113 -0.3 0.2 -0.1 -0.5273
C 2.23990 0.72535 0.03838 0.6 -0.4 -0.2 0.5503
H -0.31424 -0.17053 0.58933 0.1 -0.3 0.0 0.2338

No. 3
108
Properties=species:S:1:pos:R:3:forces:R:3:mulliken_charge:R:1 method="wB97M-V/def2-TZVPD" smiles="c1cc[nH]c1.c1cc[nH]c1.c1cc[nH]c1.c1cc[nH]c1.c1cc[nH]c1.c1cc[nH]c1.NC(N)=O.NC(N)=O.NC(N)=O.CCCC#N.CCCC#N" e_homo_ha=-0.2882 spin_multiplicity=1 fmax_ev_per_a=9.2 energy_ha=-2359.43776 lumo_ev=0.116 homo_lumo_gap_ev=7.9595
C 1.01608 0.18820 0.65072 -1.3 0.1 -0.3 -0.5404
C -0.81597 7.42875 4.53285 -0.8 -2.7 0.5 0.6502
N -6.98232 -3.70200 4.75032 1.3 0.5 1.7 -0.0204
H -9.99325 -8.74795 0.78664 0.1 0.1 -0.4 0.2117
H -3.18183 -2.45636 -7.81998 -0.1 0.1 0.1 0.3739
C 5.50765 -0.39642 -6.85679 0.0 0.1 0.3 -0.3942
H 7.58214 0.00019 -7.56944 -0.2 0.2 0.2 0.3743
H 5.45041 -0.64433 -5.80718 0.6 -0.1 0.0 0.3520
O -2.02718 6.29967 -2.22412 1.9 -0.7 1.1 -0.6686
C -5.79661 -3.18605 6.62662 0.2 -3.2 -1.4 -0.4647
H 4.72566 -8.11877 1.56929 0.2 -0.6 -0.4 0.2925
H 10.01636 -1.00687 3.95306 0.1 -0.1 -0.2 0.3397
H 5.51280 -6.56176 -0.33430 0.3 -0.3 0.3 0.3177
H -1.92391 -0.57950 1.80445 0.1 -0.4 0.1 0.3890
N 0.11476 7.31168 5.51001 0.3 -1.2 1.8 -0.4057
H -3.35755 8.72658 -3.54414 -0.2 -0.2 0.2 0.2014
H -6.59442 5.37742 3.39233 -0.3 0.0 -0.8 0.1745
C 9.42767 1.45006 2.77166 1.4 0.4 -0.4 0.2233
C -2.56369 -2.33679 -5.66576 -0.9 1.1 -1.7 -0.4421
C -6.25448 -2.00019 6.08332 -0.7 0.1 -1.5 -0.3380
H -7.87106 4.87521 2.23410 0.7 -0.1 0.1 0.2027
N -2.11673 -1.25884 -4.93966 0.2 -0.4 -0.3 0.0039
C -6.97872 -7.87371 0.20508 -0.9 -0.4 0.8 -0.4918
C 6.80484 6.70459 -1.39854 2.8 0.9 -4.2 -0.3932
O -1.71639 6.61654 4.31642 0.5 0.8 0.4 -0.6510
H -5.08859 -3.30632 7.43325 -0.3 0.0 0.1 0.3623
H -7.75983 -9.27890 1.80410 -0.2 -0.1 -0.3 0.3654
H -4.04952 5.43475 -3.19971 -0.1 0.5 0.0 0.2160
H 7.62327 1.03922 1.77121 0.3 0.0 -0.3 0.3244
C -2.40714 -0.50868 -7.02089 -0.2 0.1 0.5 -0.4094
H -2.00585 8.79537 -2.60784 0.1 -0.7 0.3 0.2428
H 5.42738 -8.30579 -0.79643 0.5 0.3 -0.3 0.2895
H 1.69008 0.92309 0.23592 -0.2 0.2 0.5 0.3519
C -6.22129 -4.24758 5.75313 0.1 1.3 1.0 -0.3310
H 3.64230 -9.85651 -0.08863 0.6 0.0 0.1 0.2780
H 8.93445 -2.42506 4.05842 0.0 0.1 -0.1 0.3312
C -9.07630 -7.46437 -0.63797 2.0 0.1 0.9 -0.2958
C 2.22337 -8.64466 -0.81171 -2.4 1.1 -3.4 0.2739
H 4.30296 -7.11780 -1.38251 -0.7 -0.2 0.3 0.3713
H 8.53577 -0.88840 4.83550 -0.1 -0.1 0.2 0.3000
C 3.15409 -8.95273 0.27599 -0.9 -1.0 0.6 -0.4788
C 5.83220 0.32484 -8.96482 -0.4 -0.9 1.0 -0.3536
C 5.61098 6.45626 -1.94984 -0.9 -2.1 -1.3 -0.3870
N 4.70998 6.59212 -0.96434 -1.3 -0.2 0.8 -0.0135
H 8.69445 -1.32976 1.84867 0.2 0.6 -0.4 0.2912
C -6.99018 -2.32752 4.93269 -0.3 -0.1 -0.3 -0.5728
H -0.45336 -2.75856 0.97741 0.1 0.1 -0.2 0.3834
H 2.53376 -9.30895 1.09843 0.0 0.0 0.2 0.2960
H 3.72110 6.38987 -1.00057 0.4 0.0 0.0 0.1853
H 5.35109 5.96652 -2.87667 0.1 0.2 0.0 0.3534
O -9.35510 4.13838 4.13577 -2.3 -1.5 -0.6 -0.6108
N -7.91554 5.38433 5.24007 0.9 1.5 4.0 -0.3927
H -2.73244 -3.30622 -5.22063 0.1 0.2 0.0 0.3614
H 3.60158 0.00413 -9.39622 0.4 0.4 -0.4 0.3735
C -8.34175 4.75902 4.16705 0.1 0.7 0.0 0.6527
H -1.81605 -1.23162 -3.97584 -0.2 -0.4 -0.2 0.2059
N 10.43464 2.01995 2.83759 -1.2 -0.6 0.0 -0.4240
C 8.97901 -1.34151 3.94875 -0.6 0.5 0.1 -1.1263
N -9.14976 -8.39358 0.35879 0.6 -0.6 1.3 -0.0347
N 1.50943 -8.45401 -1.73962 2.5 -0.6 3.4 -0.4516
H -5.93742 -1.03787 6.45726 -0.6 0.1 -0.2 0.3699
H -7.60841 -1.77130 4.24362 0.3 0.4 0.2 0.3986
C -2.86461 7.00419 -2.73747 0.6 -6.6 0.9 0.6064
H -1.71422 0.76763 -5.27042 0.2 0.0 -0.4 0.3863
C 0.96488 -1.14307 0.36501 1.9 -0.5 -0.1 -0.2803
H 7.19003 -1.12058 2.62922 0.0 -0.3 0.5 0.2876
C 5.38783 7.03832 0.12464 -3.3 1.3 2.1 -0.3485
C -7.70814 -7.09527 -0.72904 -2.4 -0.5 -0.5 -0.3974
H 4.91457 7.16454 1.08719 -0.3 0.2 -0.2 0.3722
H -4.69507 7.06804 -3.51060 -0.3 -0.8 -0.1 0.1675
H -2.45830 0.11981 -7.89768 0.1 0.2 0.2 0.3782
H 3.55327 -7.00326 1.11765 -0.5 0.0 -0.1 0.2783
H -9.97147 -7.10830 -1.12610 0.2 0.0 -0.1 0.3696
N 4.28378 -0.35244 -7.48695 1.6 -0.3 0.8 -0.0005
C 8.23775 -0.82894 2.70231 0.3 -0.1 0.3 -0.3550
H -7.24501 -4.30141 3.98105 -0.4 0.8 -0.1 0.2361
H -0.99626 8.71354 2.96680 0.1 -0.1 0.3 0.2187
C 4.10351 -7.85344 0.71453 -1.0 1.0 -0.2 -0.2883
H 6.34179 0.68148 -9.84772 -0.4 -0.1 -0.1 0.3682
C -0.16169 -1.71906 0.94988 -1.6 -0.2 -0.4 -0.5609
H -0.61444 1.36207 1.42894 0.4 -0.1 0.0 0.2360
C 6.62480 7.35337 -0.22064 2.4 -0.3 2.6 -0.4991
C 4.86356 -7.42177 -0.49853 1.3 0.2 -0.5 -1.1783
H -6.11475 -5.32189 5.72308 0.3 0.1 0.5 0.3587
H 0.97284 7.84437 5.51612 -0.4 -0.4 0.2 0.1675
C -7.89729 -8.65358 0.93435 -0.1 1.5 -1.9 -0.4942
H -5.91272 -7.85612 0.37751 -0.1 0.0 0.0 0.3884
H 1.73181 -1.65680 -0.19560 0.0 -0.1 0.2 0.3884
H -7.05698 5.91612 5.22816 -0.5 0.0 0.2 0.1496
H -7.45231 -6.34824 -1.46586 0.7 -0.2 0.2 0.3805
N -0.18886 0.45476 1.30332 0.5 1.2 -0.9 -0.0364
N -3.95410 6.43963 -3.23462 -2.5 -0.5 -1.3 -0.4066
C 6.51410 -0.00886 -7.72949 -1.7 0.1 -0.3 -0.4190
H 7.36972 7.77774 0.43617 0.0 -0.2 0.0 0.3588
C 4.48130 0.02929 -8.77023 0.0 0.5 -0.8 -0.5153
H 7.69637 6.60153 -1.99935 0.2 0.2 0.2 0.3718
N -7.51883 5.03903 3.16641 1.1 -0.3 -2.8 -0.3876
N -0.54180 8.49687 3.84236 0.3 3.1 -2.4 -0.3479
C -0.93655 -0.66756 1.37574 0.1 -0.3 1.1 -0.3292
H 0.25325 9.02635 4.17044 -0.5 0.3 -0.7 0.1605
C -1.98187 -0.16670 -5.74138 -0.5 0.1 -0.5 -0.4810
C -2.84856 -1.85276 -6.98871 1.3 -0.9 2.3 -0.3779
H -0.05545 6.59627 6.20234 0.4 0.2 -0.2 0.2077
C 8.17455 0.71078 2.65232 -0.3 0.0 -0.1 -0.4495
N -2.81768 8.24184 -2.84152 0.6 9.1 -1.1 -0.3592
H 7.55289 1.09184 3.46252 -0.1 -0.3 0.3 0.2569
H 3.45934 -0.65122 -6.98581 -0.1 0.2 -0.7 0.2139
H -8.55263 5.51238 6.01326 0.3 -0.3 -0.1 0.2118

No. 4
22
Properties=species:S:1:pos:R:3:forces:R:3:mulliken_charge:R:1 method="wB97M-V/def2-TZVPD" e_homo_ha="-0.2894 / -0.3238" spin_multiplicity=2 fmax_ev_per_a=5.3 s2=0.753 energy_ha=-362.98872 lumo_ev="0.793 / 0.172" homo_lumo_gap_ev="8.6688 / 8.9819"
H 0.19022 -0.90471 2.61456 0.1 0.2 0.0 0.3355
H 1.10399 -2.85887 1.33693 -0.3 0.1 -0.3 0.3092
H -1.31870 -0.24363 1.93372 0.2 -0.2 -0.1 0.2835
C 0.71358 -3.27789 -0.81888 -1.7 0.9 -0.4 -1.1031
N -1.02405 2.54932 -1.43637 -0.2 -0.9 0.7 -0.6400
H -0.67504 2.19085 -2.28486 0.4 0.0 -1.4 0.2599
H -0.69613 3.16932 0.87823 -0.1 1.1 0.8 0.2702
H -0.50497 -0.87743 -0.39584 0.1 -0.4 0.1 0.3141
H -2.08134 2.39923 0.42782 1.4 -0.1 0.8 0.3332
H 1.66137 2.25035 -0.66011 -0.1 -0.8 -0.7 0.2482
H 1.32949 0.69843 -0.44452 0.9 -0.5 -0.3 0.3047
H 0.13979 0.53913 1.53084 0.4 0.3 0.4 0.2433
H -0.70658 3.49836 -1.31025 -0.2 0.6 -0.2 0.2277
H -0.14656 -3.96385 -0.85383 0.4 -0.3 0.1 0.2686
C -0.25602 -0.43590 1.73565 -0.1 -1.2 -0.3 -1.0185
C -0.05492 -1.30709 0.51056 0.1 -0.3 0.1 -0.1526
C -0.44071 1.75916 -0.41059 -0.3 1.0 -2.6 0.0952
H 1.63715 -3.83048 -0.83677 0.3 -0.1 -0.6 0.3314
C 0.60934 -2.47398 0.43179 -0.3 1.2 0.8 -0.0147
N 1.17217 1.44151 -1.12364 -2.9 1.3 4.2 -0.6323
H 0.46555 -2.58287 -1.66976 1.0 -0.8 0.4 0.2971
N -1.11761 2.26106 0.84532 0.8 -1.1 -1.7 -0.5606

No. 5
39
Properties=species:S:1:pos:R:3:forces:R:3:mulliken_charge:R:1 method="wB97M-V/def2-TZVPD" charge=-1 e_homo_ha="-0.0918 / -0.1372" spin_multiplicity=2 fmax_ev_per_a=2.1 s2=0.801 energy_ha=-983.44708 lumo_ev="2.387 / 2.379" homo_lumo_gap_ev="4.8843 / 6.1118"
H -0.83264 0.16217 1.41302 0.1 0.3 0.3 0.4308
C -3.06484 -0.36693 -2.17458 1.7 -0.4 0.1 0.8722
Li 2.82421 1.40540 0.74598 0.1 -0.8 -0.3 0.8379
C -1.12528 1.07997 -2.08932 0.8 -0.7 -0.1 -0.5864
C 1.99079 0.84441 3.32517 -0.5 0.2 -0.5 0.9915
H -4.84826 -2.34315 -3.09644 0.0 0.3 0.2 0.3214
C 1.94574 -0.46617 1.43341 1.0 -0.1 0.6 -1.3887
C 1.15621 0.06880 -2.05309 -0.2 0.6 -0.2 -0.2408
H -2.67996 -2.51106 -2.19917 0.2 0.3 0.0 0.3122
C -2.23644 -1.51285 -2.16436 -0.5 0.7 0.0 -0.4410
H -6.12893 -1.44159 -2.21371 -0.1 -0.3 0.0 0.2459
H 1.84512 -1.94792 -2.61812 0.6 0.8 0.4 0.3129
C 1.44245 1.70621 4.27950 -0.3 0.3 -0.3 -0.7269
H -0.20994 -2.23603 -2.13333 -0.3 0.3 0.1 0.1474
C -2.48631 0.93889 -2.14822 -0.8 -1.1 0.0 -0.5936
O 4.40256 -1.27685 -2.28841 0.0 -0.4 -0.1 -0.7373
C -0.85916 -1.35639 -2.11500 0.0 0.5 -0.1 -0.7633
H -3.15164 1.79549 -2.17992 0.0 -0.1 0.0 0.3992
H -0.32670 2.75458 4.87737 0.1 -0.4 -0.1 0.3003
C 3.31214 0.46990 3.01540 1.8 0.4 1.0 -1.2167
C 1.12554 0.27765 2.32566 1.2 0.0 -1.1 0.7869
H -1.83713 1.64840 3.23847 0.4 0.1 -0.1 0.3489
H 1.55078 1.08675 -1.94850 -0.2 -0.6 0.1 0.3327
H 2.13804 2.14031 4.99389 -0.4 0.2 0.2 0.3525
H -0.65993 2.07058 -2.09158 -0.2 -0.3 0.1 0.3141
H -4.86513 -2.34229 -1.30352 0.0 0.3 -0.2 0.3281
H 4.17192 -0.99423 1.51872 -0.7 0.9 0.2 0.3413
C -0.22946 0.61111 2.20994 -0.9 0.5 1.4 -0.5083
C 0.09422 2.01449 4.18553 0.1 0.4 0.7 -0.3978
C -0.26864 -0.06639 -2.07311 -0.3 -0.5 -0.3 1.0689
C -0.76018 1.45310 3.20124 0.3 -0.7 -0.9 -0.5529
N 3.40765 -0.59710 -1.96831 -1.5 0.8 0.6 0.8281
O 3.53703 0.55015 -1.35714 0.9 -0.1 0.1 -0.7245
C 3.32613 -0.38487 1.90379 -1.6 -0.8 -0.7 -0.4335
C -5.08604 -1.74511 -2.20250 0.8 1.1 0.0 -0.8363
H 4.18607 0.79663 3.63423 -0.8 -0.5 -0.7 0.3038
O -4.40793 -0.44879 -2.19855 -1.7 -0.9 0.0 -0.4671
C 2.08458 -0.93899 -2.22984 0.6 0.1 -0.2 -1.0768
H 1.52337 -0.89829 0.54542 0.3 -0.5 -0.2 0.5147